Density functional theory data (ωB97M-V with the def2-TZVPD basis set) for 6 unconnected molecules or ions with the total composition C38H79ClN7O14S2 at a distorted geometry.

XYZ file:
```
141
Properties=species:S:1:pos:R:3:forces:R:3:lowdin_charge:R:1
C 2.06850 -5.60568 3.60578 -0.23 0.37 0.34 -0.092
C 0.70316 -5.19080 4.19012 0.87 0.22 -0.30 -0.253
C 0.45889 -3.70151 3.88856 -0.13 -0.38 1.14 -0.188
C -0.74046 -3.17283 4.69852 -0.21 -0.77 -0.81 -0.165
N -1.72022 -2.40766 3.88130 0.38 0.48 0.28 0.006
C -1.56712 -0.96733 4.04956 -0.19 -1.78 0.95 -0.580
O -2.11610 -0.67574 5.33041 0.30 0.70 -0.12 -0.038
O -0.20165 -0.73186 4.00235 -0.70 0.69 -1.14 0.024
C 0.23824 0.61359 3.75883 1.55 -0.47 1.35 -0.330
C 0.08510 1.43173 5.06362 -1.02 1.05 -0.52 -0.107
C 0.87821 2.75742 5.18564 -0.21 0.21 0.58 -0.237
C 1.45506 2.97545 6.60567 -0.03 0.48 0.31 -0.535
S 3.26302 3.21230 6.56030 0.21 -0.12 -0.18 0.719
C 1.74977 0.45087 3.48706 0.31 -0.44 0.25 -0.102
C 2.56665 -0.02708 4.70017 0.65 -0.30 -0.07 -0.150
C 3.61765 -1.08399 4.29279 -0.48 0.32 -0.57 -0.138
C 4.44960 -0.68162 3.05947 0.56 -0.45 0.66 -0.218
O 4.59417 0.72903 2.91571 -0.56 -0.21 -0.47 -0.179
C 4.40358 1.07255 1.55466 0.13 -0.13 -0.27 -0.106
C -0.32319 1.24118 2.47982 1.37 0.26 -0.32 -0.193
O -0.36348 2.59292 2.49245 -0.46 0.20 0.55 0.085
N -1.67222 0.59723 1.90570 -0.31 -0.05 0.76 -0.111
C -1.30972 -0.19390 0.70905 -0.01 -0.62 -1.02 -0.005
C -0.40817 -1.41861 0.90120 -1.56 -0.91 0.58 -0.418
O 0.76301 -1.41492 0.82021 1.48 0.63 -0.10 0.212
O -1.10518 -2.60358 1.04147 0.46 0.82 -0.69 0.038
C -0.77840 -3.46883 -0.03756 0.22 -1.59 1.29 -0.447
C -0.41506 -4.86028 0.38037 -0.41 0.46 0.55 0.061
O -0.84232 -3.08827 -1.14466 0.28 1.14 -1.15 0.150
O -2.43853 1.73176 1.61269 0.03 -0.09 -0.79 -0.172
C -3.19393 1.76116 0.40787 -0.72 0.68 -1.32 -0.124
C -2.44749 2.33586 -0.82065 -0.30 0.04 -0.60 -0.396
C -3.43995 3.04042 -1.77638 0.12 -0.37 0.73 -0.013
O -1.40714 3.21148 -0.43843 0.21 -0.22 0.20 -0.030
C -2.46376 -0.14897 2.99304 -1.42 -0.17 1.33 -0.763
S -3.46931 1.14915 3.89163 0.02 0.55 -0.48 0.887
Cl -3.70769 -1.23110 2.28798 0.57 0.22 -0.35 0.786
H 2.78733 -4.83182 3.89410 0.08 -0.07 -0.06 0.065
H 2.43248 -6.53173 4.04721 -0.09 -0.17 -0.29 0.074
H 2.06698 -5.65631 2.51670 -0.02 -0.24 0.04 0.054
H 0.76531 -5.35240 5.27033 -0.27 0.08 0.02 0.109
H -0.11546 -5.80085 3.79971 0.01 -0.04 0.03 0.105
H 0.31243 -3.58498 2.81886 0.02 0.34 0.03 0.086
H 1.35106 -3.17313 4.22683 0.05 0.16 -0.40 0.085
H -1.29055 -4.06051 5.02173 -0.10 0.11 0.06 0.121
H -0.43441 -2.66885 5.61994 0.08 0.14 -0.12 0.120
H -2.60675 -2.61132 4.32822 -0.22 0.06 -0.39 0.104
H -1.39748 -0.62547 5.97219 -0.01 -0.10 -0.09 0.110
H 0.28841 0.83120 5.94624 0.28 -0.43 -0.32 0.111
H -0.97710 1.69284 5.16632 0.03 -0.11 0.11 0.096
H 0.17006 3.58041 5.05320 0.10 0.03 -0.23 0.106
H 1.65990 2.91998 4.44605 -0.02 -0.31 -0.07 0.089
H 1.02872 3.88518 7.02464 0.01 -0.01 0.01 0.068
H 1.18091 2.17533 7.29412 0.13 -0.13 -0.15 0.069
H 3.46829 3.95467 7.66566 -0.34 -0.14 -0.11 -0.141
H 2.15869 1.38331 3.10092 -0.06 0.06 0.04 0.119
H 1.92120 -0.29947 2.70975 -0.53 0.12 -0.17 0.108
H 1.93211 -0.52355 5.43506 -0.09 0.20 0.10 0.114
H 3.11067 0.79065 5.17269 -0.30 0.12 0.10 0.077
H 4.26010 -1.35188 5.12949 -0.06 0.16 0.10 0.116
H 3.05261 -1.97547 4.00502 0.23 -0.15 0.09 0.089
H 5.44987 -1.12008 3.16116 -0.03 0.03 -0.07 0.127
H 4.02355 -1.14718 2.16676 -0.16 0.31 -0.10 0.114
H 4.50015 2.14695 1.41089 0.15 0.00 0.22 0.073
H 5.12819 0.54645 0.92364 0.11 0.20 -0.02 0.098
H 3.41381 0.76401 1.18822 -0.04 0.05 0.14 0.077
H 0.40853 1.03542 1.69964 -0.35 -0.45 -0.23 0.157
H -0.79661 2.91876 3.29644 0.03 0.02 -0.07 0.114
H -2.16578 -0.58025 0.15982 -0.37 0.15 0.55 0.123
H -0.80426 0.45730 -0.00238 0.23 0.26 0.44 0.154
H -1.02819 -5.53775 -0.21061 0.18 -0.15 -0.04 0.091
H 0.64992 -5.02910 0.21850 -0.03 -0.07 -0.24 0.102
H -0.60056 -4.98578 1.44424 -0.11 -0.18 -0.04 0.080
H -3.72005 0.84246 0.14118 0.25 -0.21 0.32 0.125
H -4.00923 2.46403 0.59979 0.21 0.04 0.63 0.143
H -1.98111 1.53670 -1.40182 0.23 0.00 0.24 0.134
H -3.24531 4.11014 -1.68237 -0.09 0.03 -0.28 0.092
H -4.47127 2.88363 -1.44547 -0.02 -0.10 -0.27 0.086
H -3.32233 2.73073 -2.81651 -0.09 0.23 0.32 0.055
H -1.80560 4.01249 -0.07552 0.07 -0.03 -0.02 0.104
H -4.40116 0.34495 4.43777 0.58 -0.25 0.01 -0.082
C -4.03001 3.95986 -5.77083 -0.06 0.00 -0.04 -0.336
O -3.96495 3.48455 -4.64452 0.00 0.03 -0.20 -0.026
N -2.98927 4.45492 -6.44991 -0.13 0.01 -0.10 -0.183
C -3.12392 5.00975 -7.78789 0.10 -0.01 0.13 -0.046
C -1.67818 4.43755 -5.82781 -0.09 -0.09 0.14 -0.030
H -4.97977 4.01844 -6.32565 0.01 0.00 0.01 0.136
H -2.49597 4.44843 -8.47953 0.00 0.12 -0.08 0.092
H -2.80561 6.05128 -7.78477 0.05 -0.02 -0.15 0.086
H -4.15928 4.95231 -8.11893 -0.02 -0.05 0.09 0.084
H -1.39647 3.40973 -5.59166 0.06 0.04 0.05 0.094
H -1.70442 5.00902 -4.89795 0.08 -0.03 0.01 0.094
H -0.94830 4.87125 -6.50450 -0.08 0.01 -0.08 0.060
C -4.31982 -5.53361 -2.88700 -0.02 -0.13 -0.01 -0.353
O -3.78674 -6.03646 -1.91335 0.06 0.10 0.02 0.001
N -4.14375 -4.25880 -3.28021 -0.21 0.04 -0.10 -0.195
C -4.79984 -3.70693 -4.44987 0.17 0.09 0.21 -0.054
C -3.25854 -3.42085 -2.49057 -0.34 -0.27 -0.15 -0.050
H -5.00473 -6.10057 -3.53927 0.01 0.03 0.00 0.135
H -4.04998 -3.36433 -5.16567 -0.09 0.03 -0.07 0.091
H -5.42687 -2.86214 -4.15720 -0.04 0.01 -0.12 0.089
H -5.42345 -4.46064 -4.92589 0.02 -0.03 0.04 0.084
H -2.27233 -3.86268 -2.47559 0.06 0.03 -0.01 0.071
H -3.63230 -3.36354 -1.46508 0.10 0.05 0.02 0.094
H -3.20612 -2.42175 -2.91849 -0.03 -0.03 -0.07 0.091
C 1.97103 -8.19454 -0.46178 0.12 -0.02 -0.04 -0.345
O 1.94682 -7.38614 0.45105 -0.17 0.09 0.00 -0.006
N 0.94187 -8.97812 -0.82604 0.07 -0.03 -0.09 -0.194
C 1.04296 -9.92074 -1.92463 -0.19 0.06 0.16 -0.052
C -0.31095 -8.87880 -0.09519 0.19 0.11 0.10 -0.028
H 2.87224 -8.35132 -1.07751 -0.02 -0.01 0.00 0.135
H 0.30184 -9.67670 -2.68795 0.04 -0.09 -0.06 0.091
H 0.86005 -10.93275 -1.55915 0.02 -0.04 -0.11 0.092
H 2.03508 -9.87966 -2.36915 0.01 0.04 0.04 0.084
H -0.69918 -7.86305 -0.16520 -0.10 -0.04 0.03 0.073
H -0.14189 -9.11047 0.95720 -0.09 0.02 0.01 0.096
H -1.03742 -9.57301 -0.50892 0.04 0.00 -0.05 0.090
C 0.80729 6.49900 -7.82843 -0.03 0.10 0.00 -0.359
O -0.18730 6.23674 -8.48504 0.07 -0.08 0.05 -0.005
N 2.06725 6.22242 -8.19850 0.08 0.04 0.13 -0.196
C 3.20900 6.56272 -7.36864 -0.04 -0.11 -0.24 -0.050
C 2.29126 5.56088 -9.47408 -0.22 0.05 0.03 -0.035
H 0.74525 7.00138 -6.84740 0.03 -0.01 -0.01 0.136
H 3.87004 7.23949 -7.91250 0.06 0.00 0.10 0.092
H 3.75941 5.65650 -7.11007 0.07 0.07 0.06 0.091
H 2.88113 7.05001 -6.45279 -0.04 -0.01 -0.02 0.084
H 1.88875 6.17311 -10.28140 0.02 -0.07 -0.05 0.095
H 1.77788 4.59881 -9.48462 0.03 0.00 -0.09 0.093
H 3.35600 5.40747 -9.62915 0.01 0.03 0.06 0.087
C 3.01085 5.66167 -1.39392 -0.03 0.04 -0.12 -0.357
O 4.06736 6.07749 -1.82205 0.03 -0.04 0.08 0.020
N 2.82582 5.14353 -0.16121 -0.22 -0.06 0.07 -0.195
C 1.53360 4.66230 0.28538 0.32 0.05 0.07 -0.064
C 3.95950 5.06487 0.74631 0.02 0.09 -0.29 -0.042
H 2.08671 5.67357 -1.99922 -0.02 -0.02 0.05 0.131
H 1.21504 5.22346 1.16743 -0.10 -0.08 0.03 0.092
H 1.60211 3.60221 0.54365 -0.16 0.01 0.02 0.078
H 0.78930 4.78444 -0.49888 0.05 -0.03 -0.04 0.071
H 4.36220 6.06239 0.92360 0.08 -0.05 0.05 0.096
H 4.74136 4.45195 0.29528 0.09 0.05 0.10 0.090
H 3.64675 4.62491 1.69100 -0.06 0.01 -0.02 0.080
```
Positions in Å, forces in eV/Å.

LUMO: -2.336 eV
HOMO level: -10.80 eV
net charge: +1
M: 957.7 g/mol

---

Density functional theory data (ωB97M-V with the def2-TZVPD basis set) for 13 unconnected molecules or ions with the total composition C41H60Cl26O2 at a distorted geometry.

XYZ file:
```
129
Properties=species:S:1:pos:R:3:forces:R:3:lowdin_charge:R:1
C 6.91561 0.70432 0.41566 -0.41 0.62 -0.20 -0.211
C 5.46875 0.55103 -0.11674 1.50 -0.44 0.19 -0.705
Cl 5.17508 1.97702 -1.17888 -0.28 -0.25 0.11 0.631
C 5.20792 -0.78180 -0.89300 -0.54 0.41 1.03 -0.581
Cl 6.20952 -2.06657 -0.09907 0.00 0.16 -0.41 0.682
C 3.72795 -1.14839 -0.76876 -0.59 -0.53 -0.19 -0.218
C 3.31120 -2.41254 -0.33156 -0.50 -0.25 0.06 -0.033
C 1.95757 -2.74981 -0.17096 0.73 0.99 -0.53 0.012
C 1.00565 -1.77972 -0.47129 -0.65 -0.18 0.10 -0.064
C 1.37914 -0.50997 -0.95660 -0.02 -1.04 0.59 -0.062
C 2.73162 -0.21408 -1.09398 0.05 0.31 -0.18 0.019
C 0.29136 0.44556 -1.30548 -0.53 0.32 -0.02 -0.258
O 0.44517 1.34075 -2.10415 0.44 0.39 -0.13 0.092
C -1.06713 0.27862 -0.68651 0.03 -0.89 0.48 -0.078
C -1.97504 1.32754 -0.60414 -0.17 0.44 -0.05 -0.027
C -3.24549 1.14718 -0.04712 0.96 -1.03 -0.24 -0.053
C -3.58231 -0.13836 0.39944 -0.35 -0.17 0.22 -0.057
C -2.69964 -1.22249 0.34620 0.29 1.34 -0.52 0.007
C -1.43272 -0.98551 -0.20333 -0.02 -0.67 0.27 -0.080
C -0.45692 -2.12928 -0.26567 0.70 0.99 -0.20 -0.262
O -0.79279 -3.27816 -0.13165 -0.38 -0.45 0.14 0.089
H 7.65416 0.31504 -0.28521 -0.04 -0.13 0.14 0.072
H 7.13372 1.76978 0.53185 -0.17 -0.24 0.01 -0.005
H 7.00977 0.26172 1.40679 0.14 -0.27 -0.21 0.070
H 4.81987 0.55827 0.75900 -0.36 0.36 -0.34 0.112
H 5.53035 -0.70882 -1.92962 0.06 0.00 0.05 0.109
H 4.02479 -3.18989 -0.09290 0.08 0.21 -0.05 0.069
H 1.69239 -3.74292 0.17197 -0.11 0.29 -0.07 0.038
H 2.99833 0.77503 -1.44965 -0.04 -0.13 -0.05 0.055
H -1.69654 2.30884 -0.97692 0.07 -0.27 0.05 0.053
H -3.93254 1.97918 0.01321 -0.05 -0.06 0.07 0.089
H -4.57062 -0.32237 0.80819 0.04 0.14 0.03 0.106
H -2.97561 -2.19744 0.72023 0.05 -0.02 -0.07 0.118
Cl -3.11417 4.35447 -1.53917 -0.17 0.18 -0.06 0.601
C -1.98444 5.73150 -1.67164 0.16 0.05 -0.12 -0.626
C -0.97170 5.74319 -0.55517 0.11 -0.06 0.03 -0.651
Cl -1.70716 6.10195 1.02996 0.02 -0.06 -0.06 0.529
H -2.57058 6.64238 -1.69009 -0.10 0.07 0.09 0.028
H -1.47553 5.63144 -2.62978 0.02 -0.07 0.03 0.071
H -0.22632 6.51462 -0.74223 -0.06 0.03 -0.05 0.075
H -0.46130 4.78551 -0.47621 -0.03 -0.01 0.01 0.062
Cl 2.10905 -6.94335 -1.53296 0.04 0.01 0.01 0.540
C 0.63834 -7.44038 -0.65654 -0.07 -0.09 0.05 -0.657
C 0.00086 -6.28641 0.07430 -0.17 -0.08 -0.18 -0.637
Cl 1.00315 -5.72672 1.43979 -0.01 -0.16 0.18 0.590
H 0.90798 -8.24586 0.02240 0.07 0.04 0.00 0.067
H -0.05700 -7.83175 -1.39730 -0.02 0.07 -0.01 0.074
H -0.95745 -6.59449 0.48950 0.03 -0.04 0.03 0.079
H -0.16951 -5.43662 -0.58104 0.09 0.04 0.08 0.046
Cl -6.00184 2.47277 -5.59443 -0.04 0.06 0.01 0.556
C -4.30956 2.20814 -6.08783 0.12 -0.09 -0.07 -0.662
C -3.34220 2.99091 -5.23719 0.05 -0.11 0.10 -0.663
Cl -3.46880 4.74810 -5.51598 0.02 0.04 0.03 0.531
H -4.22290 2.46997 -7.13893 -0.06 0.06 0.02 0.034
H -4.11299 1.14211 -5.98269 -0.01 0.01 0.04 0.077
H -2.32139 2.70302 -5.48423 -0.02 -0.01 -0.06 0.070
H -3.50258 2.80947 -4.17659 -0.05 0.08 -0.01 0.041
Cl -1.98857 -8.06244 5.00600 -0.05 0.00 0.02 0.540
C -0.93918 -6.62578 4.87174 0.04 0.08 -0.08 -0.653
C 0.15088 -6.62794 5.91445 0.09 0.14 -0.27 -0.640
Cl -0.50463 -6.37717 7.55271 0.02 0.00 0.09 0.582
H -1.56855 -5.74160 4.94603 -0.02 -0.03 0.06 0.062
H -0.49813 -6.64635 3.87686 0.08 -0.02 0.02 0.035
H 0.84802 -5.81272 5.72644 -0.09 0.06 -0.02 0.079
H 0.70526 -7.56086 5.90922 -0.09 -0.07 0.11 0.021
Cl 0.84530 -9.44395 7.82776 0.11 -0.25 0.03 0.562
C -0.43630 -9.60735 9.05239 -0.12 0.07 0.06 -0.664
C 0.02341 -10.39051 10.25613 -0.03 0.05 0.07 -0.666
Cl 0.29849 -12.11012 9.87783 0.03 -0.01 0.00 0.537
H -1.29605 -10.07305 8.57687 0.06 -0.05 -0.04 0.073
H -0.71444 -8.59859 9.35280 0.05 0.01 0.01 0.040
H -0.74252 -10.35452 11.02935 -0.04 0.00 -0.05 0.072
H 0.94563 -9.98543 10.66545 0.03 -0.03 -0.07 0.068
Cl -3.12314 9.37327 -0.79867 0.05 -0.06 -0.04 0.547
C -4.86334 8.99697 -0.68743 -0.08 -0.03 -0.06 -0.649
C -5.37280 9.13886 0.72249 -0.17 0.05 0.14 -0.665
Cl -4.74672 7.88165 1.82171 0.00 0.08 -0.08 0.532
H -5.02502 7.99316 -1.07518 0.09 -0.02 0.06 0.068
H -5.37811 9.70467 -1.33536 0.00 0.03 0.04 0.072
H -6.45778 9.04656 0.73437 0.01 -0.02 -0.08 0.071
H -5.10603 10.10882 1.13523 0.06 -0.03 0.02 0.066
Cl 9.71543 5.47487 -0.74550 0.00 -0.02 -0.02 0.539
C 8.43317 5.30195 0.47914 -0.09 0.05 0.02 -0.663
C 8.93659 4.64422 1.73985 -0.06 0.08 0.09 -0.651
Cl 9.34537 2.92862 1.48256 0.17 0.06 0.06 0.574
H 7.61691 4.73735 0.03382 0.06 -0.05 -0.02 0.061
H 8.07491 6.30458 0.70748 0.04 0.00 0.04 0.073
H 8.16174 4.67446 2.50453 -0.04 -0.02 -0.05 0.073
H 9.82010 5.14547 2.12719 0.04 -0.04 -0.08 0.067
Cl 3.51560 1.50935 -4.31138 0.01 -0.02 0.06 0.576
C 1.97439 2.34158 -4.65060 -0.31 0.00 -0.12 -0.648
C 2.14400 3.83666 -4.71769 -0.01 -0.03 -0.15 -0.647
Cl 2.52805 4.54097 -3.12284 0.02 0.03 0.05 0.533
H 1.26441 2.05129 -3.88203 0.18 0.03 0.08 0.028
H 1.61862 1.96888 -5.60918 0.11 0.06 -0.07 0.034
H 1.21406 4.29451 -5.05160 -0.03 -0.04 0.04 0.071
H 2.93467 4.11959 -5.40879 0.05 -0.01 0.07 0.066
Cl 4.79631 -0.45805 -10.17413 0.00 0.02 -0.02 0.534
C 5.37518 0.18547 -8.61549 0.06 0.00 0.04 -0.665
C 4.28176 0.24288 -7.57925 0.13 -0.10 0.09 -0.667
Cl 3.04855 1.46894 -7.97281 -0.03 0.01 -0.07 0.560
H 5.80324 1.16831 -8.79668 -0.07 0.01 -0.04 0.068
H 6.16739 -0.47846 -8.27318 -0.05 -0.03 0.03 0.073
H 4.70130 0.51739 -6.61396 0.01 0.06 -0.02 0.025
H 3.77962 -0.71579 -7.47506 -0.05 0.03 -0.08 0.073
Cl -3.82499 -1.49440 9.02716 -0.01 0.03 -0.03 0.538
C -3.55563 -3.13488 8.38129 -0.02 -0.07 -0.01 -0.658
C -2.21740 -3.26384 7.70183 0.06 -0.11 0.03 -0.683
Cl -2.12660 -2.33081 6.18539 0.00 0.13 -0.07 0.539
H -4.37167 -3.36571 7.70086 0.01 0.08 -0.03 0.070
H -3.60491 -3.82122 9.22528 0.06 0.02 0.01 0.073
H -2.02805 -4.29896 7.42825 -0.12 0.03 0.08 -0.008
H -1.40910 -2.92814 8.34729 -0.03 0.06 -0.01 0.070
Cl -7.12747 -0.74569 -7.41907 0.04 0.00 0.02 0.533
C -7.63536 0.64265 -8.41233 -0.11 0.08 -0.02 -0.672
C -6.91032 0.69312 -9.73361 -0.14 0.01 -0.06 -0.653
Cl -5.17939 1.07671 -9.54090 0.04 -0.03 -0.01 0.553
H -7.47109 1.54685 -7.83116 0.09 -0.04 0.02 0.024
H -8.70492 0.53366 -8.58648 0.02 -0.05 -0.06 0.073
H -7.33997 1.47526 -10.35756 0.01 0.04 0.05 0.072
H -6.98520 -0.25199 -10.26565 0.07 -0.03 0.05 0.067
Cl -3.94241 2.40244 6.59475 -0.02 -0.02 -0.01 0.533
C -2.23026 1.90850 6.60602 0.10 -0.04 0.08 -0.667
C -1.49990 2.35911 5.36455 0.09 0.04 0.08 -0.665
Cl -2.05605 1.49315 3.91143 -0.02 -0.02 -0.10 0.532
H -2.19381 0.82685 6.72005 -0.07 0.00 -0.06 0.037
H -1.77490 2.36404 7.48430 0.00 0.05 -0.04 0.072
H -0.43585 2.15202 5.46970 -0.02 -0.06 0.03 0.071
H -1.62638 3.42491 5.18965 -0.09 -0.03 -0.03 0.067
```
Positions in Å, forces in eV/Å.

LUMO: -0.851 eV
HOMO level: -9.64 eV
M: 1506.7 g/mol